(1)
83
Properties=species:S:1:pos:R:3:forces:R:3 method="wB97M-V/def2-TZVPD" total_charge=-1 lumo_energy_ev=2.57 total_energy_ev=-73004.8494 largest_force_ev_per_a=1.3 homo_lumo_gap_ev=6.26
Ag -0.8609 -0.1629 0.3390 0.35 0.08 -0.07
O 0.7095 -1.9324 1.3655 -0.15 -0.73 0.31
C 0.6826 -3.2245 1.3971 -0.09 0.01 0.15
C 1.8488 -3.9713 1.6874 0.28 0.01 0.07
C 1.8776 -5.3477 1.6677 0.02 -0.02 -0.06
C 0.7264 -6.0615 1.3673 0.00 -0.27 0.00
C -0.4508 -5.3687 1.1626 -0.10 0.10 0.01
C -0.5239 -3.9740 1.1837 0.73 -0.07 0.11
C -1.8332 -3.3652 1.1237 -0.88 0.59 0.02
N -2.0853 -2.1292 0.8755 0.48 -0.36 0.40
N -3.3865 -1.7547 0.8707 -0.92 -0.45 -0.40
C -3.6131 -0.4701 1.0707 0.79 -0.46 0.66
O -2.7875 0.3851 1.5070 -0.24 0.28 -0.07
C -5.0082 -0.0451 0.7824 -0.37 0.19 -0.10
C -5.9465 -0.9534 0.2992 0.04 0.02 0.05
C -7.2173 -0.5314 -0.0378 -0.14 -0.04 -0.11
C -7.5726 0.8011 0.1051 -0.16 0.06 0.02
C -6.6489 1.7082 0.5985 -0.16 0.13 -0.08
C -5.3740 1.2904 0.9310 0.21 -0.18 0.08
H 2.7422 -3.4200 1.9526 0.03 0.13 -0.04
H 2.7952 -5.8765 1.8984 0.06 0.02 -0.02
H 0.7447 -7.1410 1.3267 -0.04 -0.10 0.03
H -1.3658 -5.9270 0.9993 -0.09 0.02 -0.03
H -2.6669 -4.0403 1.3732 0.00 0.21 -0.21
H -5.6440 -1.9833 0.1933 0.02 -0.06 -0.04
H -7.9339 -1.2380 -0.4377 -0.03 -0.05 0.03
H -8.5697 1.1272 -0.1629 -0.03 0.03 -0.02
H -6.9227 2.7503 0.7046 -0.01 0.04 0.03
H -4.6376 1.9861 1.3051 0.11 0.01 0.00
N 0.6438 -2.3068 -3.0030 0.22 -0.24 0.04
C 0.1623 -1.3842 -3.8924 -0.10 0.26 -0.32
C -0.8007 -0.6930 -3.2180 0.17 -0.09 -0.38
N -0.9105 -1.1743 -1.9517 -0.21 -0.14 0.17
C -0.0364 -2.1365 -1.8470 -0.13 -0.21 0.01
H 1.3820 -2.9700 -3.1709 -0.12 0.06 0.08
H 0.5347 -1.3132 -4.8946 0.05 0.04 -0.16
H -1.4259 0.1083 -3.5566 -0.05 0.19 -0.11
H 0.1124 -2.7329 -0.9699 0.14 -0.16 0.19
C 4.8126 -2.4750 -0.2215 -0.44 0.19 -0.08
C 3.4253 -1.9112 -0.5091 0.13 -0.36 -0.37
O 3.1426 -0.9422 0.4655 -0.01 0.34 0.28
P 1.6957 -0.1286 0.4621 0.13 0.92 -0.84
O 2.1589 1.2147 -0.4192 -0.22 -0.27 -0.24
C 3.3798 1.8969 -0.2647 0.38 0.05 0.04
C 4.3061 1.5878 -1.4361 -0.30 0.09 0.23
O 1.9237 0.6032 1.8811 0.06 0.31 0.27
C 1.8592 -0.0404 3.1360 0.19 -0.35 0.65
C 3.2054 0.0660 3.8425 -0.30 0.09 -0.24
H 5.0300 -3.3098 -0.8840 0.05 -0.08 -0.09
H 4.8427 -2.8274 0.8064 0.05 -0.06 0.09
H 5.5682 -1.7029 -0.3521 0.10 0.04 0.02
H 2.6831 -2.7168 -0.4735 -0.01 0.04 0.02
H 3.3935 -1.4634 -1.5155 0.00 -0.06 0.08
H 3.8521 1.6066 0.6803 0.00 0.16 -0.06
H 3.1527 2.9717 -0.2383 0.09 -0.11 0.08
H 4.5409 0.5279 -1.4461 0.09 -0.14 0.00
H 5.2303 2.1564 -1.3603 0.14 0.08 -0.02
H 3.8061 1.8359 -2.3701 0.00 0.05 -0.12
H 1.5791 -1.0838 2.9860 -0.04 0.13 0.18
H 1.0790 0.4540 3.7278 0.05 -0.08 -0.10
H 3.9732 -0.4347 3.2552 0.06 -0.02 -0.03
H 3.1438 -0.4064 4.8212 0.03 -0.02 0.12
H 3.4816 1.1139 3.9655 0.09 0.03 0.05
C -0.7345 4.7718 -2.7056 0.01 0.09 0.07
N 0.0673 3.7588 -2.0350 0.06 -0.03 0.01
C 0.5294 2.7464 -2.9672 0.09 -0.16 -0.13
C -0.6333 3.1978 -0.9321 -0.40 0.23 0.23
S -1.6907 1.9432 -1.1480 -0.13 -0.02 -0.10
N -0.4450 3.8373 0.2385 0.36 -0.23 -0.66
C -1.0576 3.4070 1.4668 -0.39 -0.31 0.30
C 0.4385 4.9685 0.3429 0.26 0.31 0.00
H -1.6589 4.3435 -3.1219 0.06 0.01 0.03
H -0.1481 5.2063 -3.5180 -0.02 0.03 0.06
H -0.9985 5.5550 -1.9949 -0.05 0.09 -0.06
H 1.2561 3.2040 -3.6418 0.03 0.04 0.00
H -0.2902 2.3199 -3.5557 0.02 -0.02 -0.01
H 1.0043 1.9523 -2.3956 0.06 -0.08 -0.13
H -1.6168 2.4825 1.3199 -0.02 0.09 -0.01
H -1.7389 4.1779 1.8369 -0.02 0.03 0.03
H -0.2881 3.2258 2.2203 0.07 0.04 -0.04
H 1.0450 5.0293 -0.5571 0.01 0.04 0.11
H 1.0883 4.8544 1.2127 -0.04 -0.01 0.04
H -0.1333 5.8983 0.4504 0.04 -0.02 0.07

---

(2)
9
Properties=species:S:1:pos:R:3:forces:R:3 method="wB97M-V/def2-TZVPD" lumo_energy_ev=-0.89 total_energy_ev=-27328.1300 largest_force_ev_per_a=5.2 homo_lumo_gap_ev=8.53
C -1.6487 -0.6632 0.0898 0.83 0.64 -2.27
C 1.6126 0.8207 -0.5488 -0.37 -1.87 0.52
H -1.9311 -1.4772 0.7003 -0.75 -1.26 0.69
H 0.2718 -0.5733 1.4514 -3.78 2.31 -2.65
H 2.1109 1.4676 -1.2916 -0.37 0.04 0.65
N -0.7155 0.1011 0.8049 3.86 -1.19 1.59
O -2.0445 -0.4746 -1.0543 0.53 0.09 2.20
S -0.0238 1.4416 -0.0139 1.78 -1.26 -0.40
S 2.3684 -0.6425 -0.1377 -1.72 2.49 -0.33

---

(3)
15
Properties=species:S:1:pos:R:3:forces:R:3 method="wB97M-V/def2-TZVPD" total_charge=-1 lumo_energy_ev=3.48 total_energy_ev=-8389.5315 largest_force_ev_per_a=4.6 homo_lumo_gap_ev=6.89
C 1.2550 0.4838 0.3771 -0.84 -1.46 -1.16
C 2.0072 1.0811 1.4873 3.33 -2.69 1.81
H 0.8292 1.2023 -0.3331 -0.09 -0.02 0.40
H 1.9692 -0.0801 -0.2042 0.11 -0.44 -0.44
H 0.4752 -0.2722 0.6694 0.65 1.03 -0.07
H 1.5462 1.8753 1.9369 -1.39 1.90 1.46
H 3.0114 1.4566 1.1816 -0.62 -0.17 -0.08
H 2.2957 0.2561 2.3206 -0.87 1.87 -1.73
C -1.6578 -0.3172 -1.3594 -0.88 1.77 1.30
C -2.2605 -1.5233 -0.7496 -1.89 -2.27 0.26
O -3.2199 -1.4056 0.0617 0.40 0.82 -0.01
O -1.8049 -2.6228 -1.1357 0.74 -0.40 -0.18
H -1.0041 -0.5662 -2.1419 0.31 -0.20 -1.63
H -0.9662 -0.0140 -0.5825 -0.25 0.84 0.15
H -2.4756 0.4462 -1.5281 1.28 -0.59 -0.06

---

| no. | E_HOMO (eV) |
| --- | --- |
| 1 | -3.69 |
| 2 | -9.41 |
| 3 | -3.42 |